Record 1
{
  "formula": "C23H40N2O3",
  "method": "ωB97M-V/def2-TZVPD",
  "species": ["C", "C", "C", "O", "C", "C", "C", "O", "N", "C", "C", "C", "C", "C", "N", "C", "O", "C", "C", "C", "C", "C", "C", "C", "C", "C", "C", "C", "H", "H", "H", "H", "H", "H", "H", "H", "H", "H", "H", "H", "H", "H", "H", "H", "H", "H", "H", "H", "H", "H", "H", "H", "H", "H", "H", "H", "H", "H", "H", "H", "H", "H", "H", "H", "H", "H", "H", "H"],
  "xyz": [[-0.877, -1.164, 4.440], [-1.512, -1.171, 3.281], [-1.608, -2.372, 2.399], [-1.206, -2.061, 1.066], [-0.253, -2.979, 0.547], [-0.090, -2.707, -0.936], [0.494, -1.315, -1.133], [1.610, -1.005, -0.746], [-0.284, -0.448, -1.830], [-1.747, -0.261, -1.757], [-1.505, 1.260, -1.565], [-2.256, 2.220, -2.468], [-1.848, 3.666, -2.192], [-1.982, 3.979, -0.708], [-1.209, 3.034, 0.088], [-0.016, 3.442, 0.631], [0.363, 4.597, 0.505], [0.752, 2.457, 1.506], [0.107, 2.538, 2.894], [2.247, 2.801, 1.523], [2.860, 2.661, 0.133], [3.006, 1.911, 2.505], [-1.650, 1.667, -0.104], [-0.018, 0.990, -1.904], [0.754, -3.785, -1.682], [1.023, -3.290, -3.107], [-0.063, -5.078, -1.773], [2.086, -4.084, -0.993], [-0.859, -0.285, 5.072], [-0.358, -2.044, 4.803], [-2.028, -0.280, 2.933], [-0.984, -3.172, 2.807], [-2.640, -2.741, 2.368], [0.703, -2.860, 1.069], [-0.608, -4.004, 0.697], [-1.087, -2.732, -1.387], [-2.234, -0.512, -2.702], [-2.216, -0.784, -0.923], [-2.059, 1.961, -3.513], [-3.333, 2.099, -2.306], [-0.805, 3.823, -2.488], [-2.455, 4.356, -2.782], [-1.643, 4.983, -0.471], [-3.033, 3.886, -0.408], [0.657, 1.431, 1.136], [-0.975, 2.404, 2.835], [0.502, 1.769, 3.554], [0.299, 3.517, 3.338], [2.338, 3.843, 1.839], [2.830, 1.619, -0.198], [2.343, 3.283, -0.599], [3.906, 2.969, 0.149], [2.850, 0.854, 2.270], [4.077, 2.110, 2.437], [2.707, 2.079, 3.539], [-2.712, 1.603, 0.173], [-1.111, 0.979, 0.548], [0.733, 1.322, -1.190], [0.268, 1.293, -2.915], [1.672, -2.414, -3.107], [1.513, -4.074, -3.687], [0.091, -3.026, -3.616], [-0.230, -5.533, -0.796], [-1.036, -4.901, -2.239], [0.472, -5.808, -2.384], [1.940, -4.514, 0.000], [2.641, -4.816, -1.585], [2.688, -3.183, -0.893]],
  "gap_ev": 9.648,
  "homo_ev": -9.02,
  "e_above_lowest_kcal_mol": 44.1
}

=====

Record 2
{
  "formula": "C23H40N2O3",
  "method": "ωB97M-V/def2-TZVPD",
  "species": ["C", "C", "C", "O", "C", "C", "C", "O", "N", "C", "C", "C", "C", "C", "N", "C", "O", "C", "C", "C", "C", "C", "C", "C", "C", "C", "C", "C", "H", "H", "H", "H", "H", "H", "H", "H", "H", "H", "H", "H", "H", "H", "H", "H", "H", "H", "H", "H", "H", "H", "H", "H", "H", "H", "H", "H", "H", "H", "H", "H", "H", "H", "H", "H", "H", "H", "H", "H"],
  "xyz": [[1.743, 2.243, 4.699], [0.884, 2.077, 3.707], [0.889, 0.881, 2.805], [1.167, 1.134, 1.427], [0.767, 2.403, 0.931], [1.008, 2.389, -0.567], [0.144, 1.293, -1.173], [-1.077, 1.321, -1.119], [0.802, 0.274, -1.781], [2.087, -0.348, -1.401], [1.373, -1.727, -1.391], [2.003, -2.874, -2.159], [1.121, -4.120, -2.100], [0.771, -4.461, -0.658], [0.162, -3.318, 0.006], [-1.187, -3.323, 0.251], [-1.867, -4.302, -0.015], [-1.794, -2.128, 0.980], [-1.556, -2.367, 2.474], [-3.276, -1.966, 0.626], [-3.460, -1.680, -0.861], [-3.917, -0.845, 1.440], [1.039, -2.166, 0.027], [0.171, -1.019, -2.062], [0.780, 3.762, -1.258], [0.837, 3.559, -2.773], [1.915, 4.711, -0.859], [-0.557, 4.407, -0.888], [1.677, 3.093, 5.367], [2.535, 1.527, 4.884], [0.098, 2.808, 3.551], [1.638, 0.162, 3.139], [-0.095, 0.397, 2.877], [-0.297, 2.577, 1.132], [1.348, 3.198, 1.407], [2.061, 2.135, -0.731], [2.830, -0.247, -2.194], [2.474, -0.016, -0.439], [2.163, -2.573, -3.198], [2.991, -3.096, -1.735], [0.192, -3.947, -2.653], [1.620, -4.967, -2.576], [0.095, -5.307, -0.587], [1.689, -4.713, -0.110], [-1.297, -1.195, 0.691], [-0.504, -2.577, 2.679], [-1.844, -1.500, 3.065], [-2.139, -3.226, 2.815], [-3.779, -2.908, 0.861], [-2.994, -0.726, -1.129], [-3.035, -2.471, -1.479], [-4.522, -1.605, -1.103], [-3.379, 0.097, 1.293], [-4.947, -0.690, 1.117], [-3.941, -1.065, 2.508], [1.975, -2.457, 0.525], [0.623, -1.350, 0.612], [-0.801, -1.134, -1.588], [0.102, -1.203, -3.136], [-0.002, 2.957, -3.125], [0.796, 4.523, -3.283], [1.763, 3.059, -3.071], [1.896, 4.954, 0.204], [2.893, 4.282, -1.092], [1.823, 5.650, -1.409], [-0.610, 4.646, 0.177], [-0.673, 5.345, -1.437], [-1.391, 3.755, -1.134]],
  "gap_ev": 9.650,
  "homo_ev": -9.03,
  "e_above_lowest_kcal_mol": 44.2
}

=====

Record 3
{
  "formula": "C23H40N4O3",
  "method": "ωB97M-V/def2-TZVPD",
  "species": ["C", "C", "C", "C", "H", "C", "C", "C", "H", "H", "C", "C", "O", "N", "C", "C", "N", "H", "H", "N", "C", "O", "N", "C", "O", "H", "C", "C", "C", "C", "H", "H", "H", "H", "H", "H", "H", "H", "H", "C", "C", "C", "C", "H", "H", "H", "H", "H", "H", "H", "H", "H", "C", "C", "H", "H", "H", "H", "H", "H", "H", "H", "H", "H", "H", "H", "H", "H", "H", "H"],
  "xyz": [[4.840, 3.379, -3.013], [4.027, 2.293, -3.708], [4.454, 0.883, -3.289], [4.014, 0.494, -1.870], [3.784, 1.394, -1.297], [2.801, -0.443, -1.820], [2.542, -0.878, -0.375], [1.338, -1.809, -0.279], [1.176, -2.109, 0.758], [1.523, -2.714, -0.862], [0.091, -1.110, -0.832], [-1.085, -2.066, -0.715], [-1.424, -2.801, -1.620], [-1.739, -2.072, 0.485], [-1.418, -1.211, 1.565], [-1.804, 0.109, 1.527], [-2.442, 0.608, 0.428], [-3.015, 1.427, 0.533], [-2.793, -0.100, -0.201], [-1.480, 0.975, 2.541], [-0.837, 0.537, 3.695], [-0.565, 1.283, 4.606], [-0.550, -0.796, 3.724], [-0.746, -1.748, 2.718], [-0.374, -2.890, 2.884], [-0.084, -1.126, 4.563], [-1.633, 2.415, 2.388], [-0.674, 2.988, 1.342], [0.785, 2.674, 1.667], [1.734, 3.328, 0.671], [1.629, 4.410, 0.695], [1.523, 2.987, -0.341], [2.765, 3.079, 0.910], [1.014, 3.021, 2.677], [0.937, 1.591, 1.650], [-0.816, 4.070, 1.317], [-0.913, 2.595, 0.351], [-1.401, 2.838, 3.369], [-2.672, 2.659, 2.148], [-2.713, -3.117, 0.763], [-4.126, -2.555, 0.914], [-5.130, -3.659, 1.235], [-6.543, -3.112, 1.388], [-6.868, -2.628, 0.469], [-7.240, -3.915, 1.615], [-6.587, -2.383, 2.194], [-4.830, -4.158, 2.159], [-5.111, -4.402, 0.435], [-4.140, -1.811, 1.716], [-4.420, -2.061, -0.016], [-2.674, -3.813, -0.078], [-2.413, -3.640, 1.674], [0.336, -0.721, -2.288], [1.541, 0.208, -2.393], [1.700, 0.469, -3.440], [1.333, 1.130, -1.842], [0.503, -1.626, -2.873], [-0.551, -0.227, -2.693], [-0.092, -0.204, -0.252], [3.425, -1.385, 0.020], [2.366, 0.008, 0.240], [3.026, -1.336, -2.413], [4.840, -0.007, -1.363], [4.049, 0.160, -4.000], [5.542, 0.827, -3.362], [4.160, 2.394, -4.788], [2.968, 2.439, -3.490], [4.512, 4.365, -3.337], [5.896, 3.274, -3.252], [4.728, 3.322, -1.933]],
  "gap_ev": 9.011,
  "homo_ev": -8.60,
  "e_above_lowest_kcal_mol": 1.3
}

=====

Number 1: maximum force 0.27 eV/A. Number 2: maximum force 0.30 eV/A. Number 3: maximum force 0.67 eV/A.